123
Properties=species:S:1:pos:R:3:forces:R:3:lowdin_charge:R:1 method="wB97M-V/def2-TZVPD" lumo_energy_ev=0.07 de_lowest_ev=4.599 e_homo_ev=-7.556
Sn 1.207 0.266 -0.675 0.3225 -0.0098 -0.0336 1.23
C 2.190 3.868 -5.469 0.0068 0.0048 0.0011 -0.08
C 0.730 3.599 -5.142 -0.0539 0.0252 -0.0145 -0.26
N 0.381 3.994 -3.782 -0.0185 0.0036 0.0727 -0.13
C -0.145 5.354 -3.630 0.0524 0.0160 -0.0167 -0.21
C -1.660 5.394 -3.747 -0.0124 0.0057 0.0094 -0.07
C 0.459 3.164 -2.728 -0.0506 -0.1660 -0.0596 -0.66
S 1.105 1.587 -3.007 -0.0183 0.2032 -0.0801 0.64
N -0.047 3.683 -1.590 0.0622 0.1038 -0.0286 0.11
C 0.233 3.287 -0.365 -0.2020 0.1588 -0.1107 -0.45
O 1.008 2.368 0.012 0.0388 -0.0731 0.0085 -0.23
C -0.435 4.060 0.732 0.1402 0.1456 0.0585 -0.15
C -0.274 3.637 2.050 0.0543 0.0501 -0.0851 -0.02
C -0.880 4.327 3.086 0.0261 -0.0282 0.0667 -0.07
C -1.651 5.449 2.814 -0.0289 0.0127 -0.0518 -0.08
C -1.812 5.879 1.502 0.0171 -0.0003 0.0583 -0.08
C -1.207 5.187 0.464 0.1183 0.0308 0.0529 -0.03
H 2.401 3.599 -6.505 0.0049 -0.0015 -0.0060 0.08
H 2.838 3.283 -4.819 -0.0021 -0.0121 0.0119 0.06
H 2.430 4.925 -5.338 0.0049 0.0027 -0.0019 0.07
H 0.488 2.546 -5.277 0.0269 -0.0031 0.0166 0.08
H 0.082 4.171 -5.810 -0.0004 -0.0051 0.0036 0.12
H 0.320 5.955 -4.415 -0.0090 0.0087 0.0014 0.12
H 0.181 5.752 -2.673 -0.0166 -0.0119 -0.0066 0.11
H -1.991 4.999 -4.709 0.0010 -0.0046 -0.0075 0.07
H -2.021 6.420 -3.662 -0.0004 0.0056 -0.0021 0.07
H -2.111 4.796 -2.957 0.0038 -0.0042 0.0064 0.07
H 0.328 2.757 2.242 -0.0222 0.0425 -0.0132 0.10
H -0.756 3.986 4.110 -0.0004 0.0231 -0.0604 0.10
H -2.128 5.988 3.623 0.0018 0.0061 -0.0036 0.10
H -2.411 6.755 1.288 -0.0028 -0.0045 0.0075 0.10
H -1.325 5.506 -0.562 -0.0084 0.0028 -0.0339 0.10
C -1.163 -5.258 -1.694 -0.0135 -0.0252 -0.0289 0.03
C -2.061 -4.296 -0.948 0.0451 -0.0335 0.0277 -0.55
C -3.531 -4.632 -1.157 0.0157 0.0217 0.0173 0.02
O -1.796 -4.311 0.477 -0.0914 -0.0682 -0.1251 -0.04
C -1.367 -3.013 0.893 -0.0808 -0.0609 0.2025 -0.10
C -2.060 -2.186 -0.213 -0.1205 0.1303 -0.0037 -0.16
O -1.758 -2.979 -1.350 0.0012 -0.0596 -0.0532 0.02
C -1.996 -0.691 -0.589 0.1631 0.0831 0.0359 -0.39
O -0.732 -0.217 -0.870 -0.2377 0.0193 -0.2092 -0.38
C -2.892 -0.587 -1.852 0.0601 -0.0363 -0.0418 -0.12
C -2.336 -0.251 -3.075 0.0226 0.0149 -0.0067 -0.01
C -3.130 -0.164 -4.211 -0.0076 -0.0048 -0.0242 -0.08
C -4.491 -0.419 -4.140 0.0075 -0.0014 -0.0040 -0.10
C -5.055 -0.754 -2.916 0.0024 -0.0099 -0.0005 -0.08
C -4.261 -0.830 -1.782 -0.0214 0.0144 -0.0034 -0.03
C -2.691 0.207 0.445 -0.0553 0.0169 0.0781 -0.15
C -3.554 -0.244 1.440 0.0586 -0.0205 0.0575 -0.05
C -4.186 0.649 2.296 0.0269 0.0115 0.0029 -0.08
C -3.973 2.014 2.164 -0.0238 -0.0408 -0.0110 -0.08
C -3.127 2.474 1.164 -0.1445 -0.0392 0.0048 -0.06
C -2.499 1.579 0.313 -0.0154 0.0129 0.0170 0.00
C 0.176 -3.055 1.071 -0.0205 -0.1984 -0.0698 -0.18
O 0.976 -1.964 0.643 0.0607 -0.2526 0.1196 -0.11
C 0.811 -4.389 0.767 0.1032 -0.0154 0.0074 -0.17
C 0.512 -5.505 1.539 0.0004 -0.0014 0.0158 -0.01
C 1.151 -6.710 1.300 0.0142 -0.0016 -0.0020 -0.07
C 2.098 -6.813 0.288 -0.0064 0.0076 -0.0008 -0.08
C 2.404 -5.700 -0.479 0.0150 -0.0056 0.0065 -0.08
C 1.764 -4.491 -0.235 0.0291 0.0294 0.0170 -0.05
C 0.961 -2.239 2.049 0.0231 0.0230 0.0880 -0.23
C 0.319 -1.172 2.905 -0.0975 0.0558 0.0154 -0.29
C 0.051 0.019 4.693 -0.0651 0.0145 0.0120 -0.15
C 1.719 -1.360 4.541 0.0122 -0.0035 -0.0528 -0.13
C 2.573 -2.350 3.832 -0.0329 0.0041 -0.0740 0.01
C 2.219 -2.767 2.623 0.0855 0.0509 0.1174 0.05
H -1.167 -6.228 -1.197 -0.0106 -0.0087 0.0003 0.10
H -0.146 -4.880 -1.726 -0.0400 -0.0248 -0.0121 0.07
H -1.524 -5.382 -2.715 -0.0102 0.0064 0.0021 0.09
H -3.732 -5.640 -0.794 0.0146 -0.0009 0.0099 0.09
H -3.773 -4.580 -2.219 0.0115 0.0012 0.0015 0.09
H -4.174 -3.941 -0.615 -0.0335 -0.0100 -0.0084 0.08
H -1.833 -2.838 1.862 0.0341 0.0750 -0.0163 0.15
H -3.121 -2.346 0.019 0.0621 0.0264 0.0201 0.12
H -1.276 -0.054 -3.132 0.0361 0.0095 0.0183 0.07
H -2.677 0.101 -5.159 -0.0021 -0.0005 -0.0028 0.10
H -5.109 -0.355 -5.026 -0.0032 0.0060 -0.0010 0.10
H -6.119 -0.945 -2.841 -0.0021 -0.0017 0.0017 0.10
H -4.725 -1.061 -0.830 -0.0082 0.0017 -0.0268 0.11
H -3.723 -1.304 1.590 -0.0065 0.0187 0.0008 0.11
H -4.844 0.271 3.069 -0.0015 0.0011 0.0096 0.10
H -4.465 2.713 2.828 -0.0016 0.0055 0.0095 0.10
H -2.957 3.537 1.047 -0.1016 -0.1048 0.0180 0.09
H -1.855 1.940 -0.481 -0.0702 -0.0558 0.0408 0.11
H -0.228 -5.432 2.326 0.0030 0.0052 -0.0006 0.13
H 0.912 -7.574 1.908 -0.0023 -0.0036 0.0012 0.10
H 2.598 -7.755 0.104 0.0021 -0.0055 -0.0021 0.10
H 3.145 -5.765 -1.266 0.0011 -0.0037 0.0002 0.10
H 2.001 -3.618 -0.829 -0.0054 0.0223 -0.0215 0.11
H -0.984 0.223 2.400 0.0196 -0.0490 -0.0479 0.11
H -0.897 0.426 4.332 0.0056 0.0095 -0.0089 0.16
H 2.084 -1.071 5.523 -0.0045 -0.0118 -0.0058 0.15
H 3.481 -2.699 4.307 -0.0054 -0.0038 0.0022 0.11
H 2.807 -3.469 2.049 -0.0090 -0.0041 0.0059 0.13
Cl -0.793 -2.788 5.108 0.0224 0.0084 0.0016 0.70
C 0.192 -1.502 4.443 -0.0588 -0.0217 0.0149 -0.63
C 0.520 0.782 5.883 0.0166 0.0354 0.0001 -0.06
C 1.480 1.692 5.697 -0.0074 0.0082 0.0016 -0.58
Cl 1.969 2.690 7.039 -0.0088 -0.0066 -0.0191 0.70
C 2.161 1.952 4.404 0.0361 0.0210 0.0193 -0.16
C 2.941 3.072 4.152 0.0068 -0.0243 -0.0048 -0.03
C 3.515 3.226 2.898 -0.0371 -0.0266 0.0053 -0.04
C 3.302 2.254 1.936 -0.0299 0.0148 0.0133 -0.13
N 2.567 1.163 2.155 0.0464 -0.0085 0.1514 0.13
C 2.015 1.029 3.351 0.0134 0.0158 -0.0599 -0.16
C 1.195 -0.150 3.669 0.1347 -0.1037 0.0914 -0.16
O -0.787 -0.705 2.225 -0.1567 0.0433 -0.0104 0.06
H 0.034 0.691 6.846 0.0037 -0.0103 0.0077 0.12
H 3.093 3.815 4.923 -0.0101 0.0079 -0.0038 0.09
H 4.114 4.096 2.668 0.0138 -0.0006 0.0009 0.11
H 3.720 2.353 0.941 0.0060 -0.0098 -0.0085 0.11
Cl 6.055 -3.875 -0.634 -0.0027 0.0062 -0.0066 0.67
C 5.456 -2.647 -1.701 -0.0034 -0.0074 0.0228 -0.65
C 6.086 -2.384 -2.904 -0.0025 -0.0073 -0.0010 -0.09
C 5.551 -1.395 -3.714 -0.0058 -0.0022 0.0010 -0.06
C 4.414 -0.724 -3.288 0.0498 -0.0532 -0.0139 -0.14
N 3.817 -0.984 -2.129 -0.0309 0.0559 -0.1317 0.03
C 4.328 -1.923 -1.346 -0.0118 0.0031 0.0210 -0.18
H 6.967 -2.941 -3.193 0.0027 -0.0001 -0.0017 0.11
H 6.007 -1.153 -4.664 0.0009 0.0021 -0.0020 0.11
H 3.960 0.051 -3.895 -0.0003 0.0065 -0.0014 0.10
H 3.823 -2.109 -0.404 -0.0064 -0.0052 0.0334 0.09


122
Properties=species:S:1:pos:R:3:forces:R:3:lowdin_charge:R:1 method="wB97M-V/def2-TZVPD" multiplicity=4 lumo_energy_ev="-2.95 / -3.01" s2=3.84 de_lowest_ev=0.000 charge=+1 e_homo_ev="-8.144 / -8.706"
Re -0.126 0.768 0.039 -0.1812 0.2013 0.3600 1.57
C -4.167 -1.148 -0.140 -0.0377 0.0182 -0.0348 -0.09
O -3.481 -1.495 1.066 0.0294 0.0022 0.0412 0.03
C -2.366 -0.753 1.087 0.0262 0.0291 0.0204 -0.39
N -2.027 -0.161 -0.078 0.0012 -0.1202 -0.0043 -0.03
C -3.094 -0.540 -1.054 -0.0597 -0.0181 0.0125 -0.22
C -3.640 0.557 -1.952 0.0504 0.0771 -0.0289 -0.15
C -4.999 0.825 -2.098 -0.0150 -0.1074 0.0272 -0.03
C -5.442 1.790 -2.992 -0.0083 0.0333 -0.0207 -0.06
C -4.540 2.508 -3.760 -0.0387 -0.0077 -0.0065 -0.07
C -3.186 2.243 -3.631 -0.0330 -0.0144 -0.0121 -0.07
C -2.755 1.272 -2.745 0.0346 -0.0368 0.0213 -0.08
C -1.547 -0.633 2.194 -0.0268 -0.1339 0.0626 -0.25
C -1.719 -1.158 3.484 -0.1226 0.0222 -0.1993 0.01
C -0.731 -1.044 4.428 0.1399 -0.0098 -0.0068 -0.07
C 0.483 -0.416 4.063 -0.0710 -0.0031 0.1052 0.02
C 0.623 0.107 2.811 0.1327 0.0114 -0.1035 -0.23
N -0.382 0.065 1.857 0.0532 -0.1276 -0.0698 -0.12
C 1.738 0.823 2.287 -0.0851 -0.0740 0.0741 -0.34
N 1.679 1.300 1.074 0.0866 0.0393 -0.0654 0.03
C 2.980 1.996 0.839 -0.0136 0.1128 0.1037 -0.18
C 3.542 2.086 2.263 0.0035 -0.0276 -0.0349 -0.06
O 2.835 1.060 2.992 0.0490 -0.0512 0.0332 0.06
C 2.930 3.323 0.110 0.0130 -0.0122 0.0362 -0.16
C 2.389 3.369 -1.168 -0.0326 0.0397 0.0038 -0.06
C 2.395 4.543 -1.901 -0.0615 -0.0327 -0.0372 -0.07
C 2.958 5.695 -1.372 -0.0179 0.0221 -0.0035 -0.07
C 3.511 5.658 -0.104 -0.0018 0.0303 -0.0114 -0.06
C 3.498 4.481 0.632 -0.0099 -0.0265 0.0303 -0.03
H -4.630 -2.044 -0.546 -0.0016 0.0153 0.0044 0.14
H -4.935 -0.423 0.126 0.0037 0.0327 -0.0405 0.12
H -2.681 -1.321 -1.707 0.0050 -0.0111 0.0172 0.15
H -5.748 0.284 -1.537 0.0184 -0.0270 0.0347 0.10
H -6.503 1.978 -3.084 0.0026 0.0029 -0.0044 0.11
H -4.889 3.263 -4.451 -0.0037 0.0028 0.0057 0.11
H -2.465 2.802 -4.217 0.0089 0.0003 -0.0057 0.11
H -1.700 1.083 -2.630 -0.1110 -0.0204 -0.0353 0.04
H -2.653 -1.658 3.709 0.0075 -0.0006 -0.0112 0.13
H -0.864 -1.438 5.424 -0.0008 0.0031 -0.0040 0.11
H 1.301 -0.324 4.765 0.0200 -0.0067 -0.0315 0.13
H 3.588 1.309 0.247 0.0205 -0.0328 -0.0543 0.13
H 4.607 1.887 2.333 -0.0106 0.0171 0.0012 0.14
H 3.293 3.030 2.746 0.0158 0.0128 -0.0309 0.12
H 1.939 2.481 -1.583 -0.0434 -0.0294 0.0400 0.07
H 1.940 4.566 -2.884 0.0129 -0.0031 -0.0030 0.11
H 2.959 6.614 -1.944 0.0125 0.0007 0.0091 0.11
H 3.957 6.548 0.322 0.0004 -0.0057 0.0008 0.11
H 3.949 4.493 1.614 0.0064 -0.0007 0.0054 0.10
C 0.207 -9.316 1.591 -0.0092 -0.0799 0.0243 -0.04
C 0.164 -7.860 1.230 0.0094 0.0473 -0.0027 -0.25
C 0.537 -6.885 2.150 -0.0004 0.0036 0.0006 -0.01
C 0.511 -5.535 1.837 -0.0188 -0.0676 -0.0410 -0.30
C 0.931 -4.544 2.884 0.0809 0.0625 0.0857 -0.08
C 0.113 -5.150 0.541 0.0476 -0.0455 0.0331 -0.42
Te 0.071 -3.115 0.079 -0.0599 0.0601 -0.0181 1.62
C -0.255 -6.114 -0.409 -0.0133 -0.0522 0.0208 -0.30
C -0.669 -5.819 -1.828 -0.0210 -0.0675 -0.0336 -0.08
C -0.231 -7.455 -0.034 0.0059 0.0406 -0.0149 -0.01
H 0.282 -9.457 2.668 -0.0016 0.0019 -0.0030 0.08
H 1.070 -9.800 1.130 0.0036 0.0103 -0.0026 0.09
H -0.684 -9.835 1.237 0.0005 0.0045 -0.0037 0.08
H 0.851 -7.187 3.143 -0.0063 0.0009 0.0006 0.12
H 1.149 -5.056 3.821 0.0014 0.0217 -0.0075 0.08
H 0.156 -3.802 3.072 -0.0789 0.0429 0.0132 0.06
H 1.825 -3.996 2.581 -0.0101 -0.0340 0.0071 0.07
H -0.772 -4.760 -2.039 -0.0001 0.0577 0.0055 0.00
H -1.620 -6.306 -2.048 0.0041 0.0084 -0.0056 0.09
H 0.070 -6.227 -2.520 -0.0015 -0.0024 -0.0041 0.09
H -0.526 -8.202 -0.763 -0.0022 -0.0062 0.0016 0.13
C 6.476 -0.433 -4.500 0.0549 -0.0013 -0.0151 -0.03
C 5.020 -0.371 -4.143 0.0068 0.0719 -0.0016 -0.27
C 4.391 0.851 -3.910 -0.0197 -0.0421 -0.0481 -0.02
C 3.046 0.913 -3.578 -0.0180 -0.0479 -0.0006 -0.06
C 2.333 -0.270 -3.445 0.0673 0.1909 -0.0117 -0.42
C 2.937 -1.500 -3.660 -0.0712 -0.0331 0.0363 -0.07
C 4.273 -1.541 -4.023 -0.0063 -0.0599 0.0345 -0.02
S 0.608 -0.261 -3.033 -0.0058 -0.0348 -0.0099 1.01
C 0.007 0.377 -4.595 0.0068 0.0019 -0.0236 -0.19
O 0.353 0.928 -2.079 0.2384 -0.0550 -0.2030 -0.68
H 6.939 0.551 -4.445 0.0085 -0.0009 -0.0031 0.08
H 6.611 -0.813 -5.514 -0.0076 -0.0020 0.0039 0.09
H 7.016 -1.103 -3.828 -0.0072 0.0001 0.0041 0.08
H 4.960 1.769 -3.993 -0.0042 0.0095 -0.0091 0.12
H 2.571 1.869 -3.403 0.0091 -0.0301 -0.0447 0.10
H 2.372 -2.416 -3.528 0.0070 -0.0023 -0.0075 0.12
H 4.750 -2.500 -4.186 0.0012 0.0061 -0.0084 0.13
H 0.380 1.393 -4.720 0.0101 -0.0078 0.0130 0.08
H -1.080 0.356 -4.590 -0.0053 0.0083 0.0020 0.05
H 0.395 -0.269 -5.381 -0.0053 -0.0141 0.0102 0.08
O 2.115 -3.037 0.231 -0.1047 0.0090 0.0259 -0.31
C 2.623 -1.912 -0.174 0.0943 0.1535 -0.2553 -0.58
O 1.956 -1.005 -0.671 -0.0111 -0.2720 0.2480 -0.11
C 4.104 -1.805 -0.036 -0.0078 0.0856 0.0253 -0.10
C 4.750 -0.787 -0.734 -0.0059 -0.0729 0.1326 -0.01
C 6.123 -0.650 -0.645 -0.0509 -0.1092 0.0586 0.03
C 6.812 -1.547 0.154 0.0665 -0.0196 0.0122 -0.12
C 6.197 -2.563 0.864 -0.0225 0.0979 -0.0974 0.03
C 4.822 -2.693 0.759 0.0240 0.0121 -0.0393 0.02
N 8.285 -1.414 0.244 0.0554 0.0100 0.0008 -0.35
O 8.807 -0.545 -0.423 -0.0273 -0.0036 -0.0029 0.09
O 8.870 -2.183 0.974 -0.0179 -0.0044 0.0071 0.10
H 4.166 -0.114 -1.346 -0.0134 -0.0098 -0.0476 0.10
H 6.659 0.122 -1.176 0.0211 0.0112 -0.0084 0.12
H 6.791 -3.230 1.469 0.0127 -0.0033 0.0140 0.13
H 4.307 -3.483 1.289 -0.0154 0.0016 -0.0076 0.12
C -0.100 5.488 3.332 0.0126 0.0695 -0.0135 -0.08
C -0.128 4.099 3.556 -0.0055 -0.0649 0.0138 -0.07
C -0.321 3.232 2.515 -0.0065 0.0507 -0.0305 -0.04
C -0.490 3.682 1.183 -0.0522 -0.1338 -0.0231 -0.16
C -0.612 2.788 0.053 -0.0459 0.4130 -0.1316 -0.20
C -0.924 3.376 -1.160 0.0983 -0.0744 0.0621 -0.13
C -1.087 4.764 -1.332 0.0380 0.0340 0.0002 -0.07
C -0.856 5.609 -0.292 -0.0113 0.0328 -0.0652 -0.03
C -0.542 5.086 0.984 -0.0050 0.0420 0.0389 -0.17
C -0.320 5.965 2.072 0.0110 -0.0148 0.0391 -0.03
H 0.061 6.169 4.157 0.0030 -0.0038 -0.0030 0.10
H -0.020 3.716 4.563 0.0045 -0.0139 -0.0077 0.11
H -0.399 2.178 2.714 -0.0185 -0.0192 0.0417 0.08
H -1.001 2.773 -2.048 0.0415 0.0487 0.0523 0.05
H -1.347 5.152 -2.310 -0.0091 -0.0030 -0.0034 0.11
H -0.922 6.684 -0.415 -0.0007 -0.0009 -0.0021 0.12
H -0.344 7.031 1.884 -0.0077 0.0016 0.0026 0.11